Computed, not measured: a structure of composition C54H48BrN4O6ReS, with ωB97M-V with the def2-TZVPD basis set.

XYZ file:
```
115
C54H48BrN4O6ReS ωB97M-V with the def2-TZVPD basis set
Re 0.294 -0.258 0.944
Br -1.443 0.910 2.751
S -0.443 -4.563 -0.991
O 0.041 2.564 -3.224
O 1.491 -1.001 2.192
O 1.924 1.326 -3.550
O 2.458 -4.915 3.573
O 1.788 -0.398 -0.310
O -0.653 0.725 -0.228
N 0.484 -2.547 3.635
N 1.602 -2.886 -0.862
N -0.355 -2.328 0.332
N -0.521 -1.702 3.457
C 5.398 -1.834 -1.301
C 4.486 -4.072 4.401
C -3.813 -3.048 1.518
C 2.710 2.092 0.546
C 1.148 2.388 -4.103
C -5.656 1.207 4.363
C -3.819 4.028 -1.226
C -1.617 -2.906 0.589
C -2.460 -0.689 -1.675
C -1.833 -4.128 -0.037
C 2.977 1.686 -0.757
C 3.270 3.250 1.070
C -2.813 -0.335 -4.385
C -2.400 -0.396 3.789
C 4.385 -0.965 -0.939
C -3.693 -0.257 4.045
C 1.612 -2.306 2.698
C -3.016 -4.838 0.120
C -1.059 1.376 -1.443
C 3.474 -0.487 -1.885
C -1.853 0.397 -2.295
C -4.661 0.722 3.515
C -3.205 -1.609 -2.397
C 0.274 1.854 -2.032
C 4.115 4.021 0.289
C 5.520 -2.246 -2.625
C -6.594 2.115 3.900
C 2.357 0.417 -1.339
C -1.887 2.598 -1.040
C -4.655 1.123 2.180
C -2.067 0.585 -3.659
C 0.650 1.986 -5.475
C 5.032 -1.731 4.238
C -3.339 4.834 -0.207
C 5.360 -3.025 4.630
C 4.406 3.616 -1.007
C -2.630 -2.352 1.352
C -3.372 -1.443 -3.763
C 0.356 -3.105 -0.487
C 3.270 -3.832 3.776
C 1.977 3.653 -4.143
C 2.920 -2.536 3.399
C -6.559 2.536 2.577
C -2.130 4.521 0.404
C -5.593 2.032 1.717
C -1.413 3.413 -0.011
C 3.852 2.454 -1.522
C 3.589 -0.917 -3.201
C 1.293 0.768 -2.411
C -1.489 -1.471 4.237
C -3.100 2.911 -1.639
C 4.614 -1.789 -3.566
C 3.812 -1.493 3.631
C -4.005 -4.292 0.919
H 5.076 4.205 -1.621
H 4.727 -5.086 4.691
H -3.161 -5.787 -0.378
H 1.396 4.454 -4.601
H -7.295 3.242 2.215
H 2.001 -1.951 -0.688
H -2.498 -1.381 1.792
H -2.975 -0.170 -5.442
H -4.089 -0.983 4.755
H 1.669 -4.680 3.072
H 2.258 3.952 -3.133
H 2.897 -0.576 -3.955
H 4.288 -0.653 0.095
H 6.092 -2.193 -0.552
H -4.605 -2.616 2.118
H -5.567 2.341 0.680
H 2.879 3.488 -4.733
H 2.064 1.492 1.188
H 4.696 -2.109 -4.597
H -1.663 1.453 -4.155
H 3.055 3.541 2.091
H -3.944 -2.159 -4.338
H -2.366 -0.816 -0.609
H -3.495 2.289 -2.429
H 6.319 -2.915 -2.917
H 0.198 0.995 -5.439
H 5.727 -0.918 4.398
H 1.487 1.963 -6.172
H -4.758 4.264 -1.709
H 0.773 -0.166 -2.668
H 0.733 -2.835 4.575
H -1.744 5.146 1.199
H -5.680 0.885 5.398
H 1.506 -3.011 1.868
H -3.898 5.705 0.110
H -1.688 -1.987 5.176
H 0.709 2.521 -1.280
H 6.307 -3.221 5.116
H 3.535 -0.496 3.317
H -0.471 3.181 0.475
H -3.663 -2.447 -1.882
H 4.553 4.926 0.690
H 4.101 2.132 -2.525
H -7.358 2.489 4.569
H -0.083 2.711 -5.832
H -4.930 -4.831 1.071
H -3.947 0.695 1.481
H 2.038 -3.489 -1.539
```

LUMO (alpha / beta) ... -3.26 / -3.09 eV
Energy ... -158023.8506 eV
2S+1 ... 2
E_HOMO (alpha / beta) ... -10.65 / -10.73 eV
Kohn-Sham gap (alpha / beta) ... 7.38 / 7.64 eV
Total charge ... +1
⟨S²⟩ ... 0.76

---

Computed, not measured: a structure of composition C8H12O6Y, with ωB97M-V with the def2-TZVPD basis set.

XYZ file:
```
27
C8H12O6Y ωB97M-V with the def2-TZVPD basis set
Y 1.100 -4.701 -2.131
O -1.521 0.847 1.857
O 1.246 -2.461 -0.682
O 1.250 -0.350 0.089
O 1.116 -0.744 -2.068
O -3.455 1.189 0.752
O -2.571 2.698 2.170
C -2.573 1.558 1.490
C 1.192 -0.768 1.414
C -0.226 -1.186 1.938
C 1.006 0.694 -2.236
C -1.452 -0.496 1.371
C 1.223 -1.258 -0.877
C 0.834 0.987 -3.703
C 1.827 -0.040 2.338
H 1.916 1.153 -1.833
H -0.086 0.534 -4.092
H 0.765 2.076 -3.831
H -0.269 -1.229 3.033
H 2.486 0.767 2.014
H 1.691 0.625 -4.284
H 1.858 -0.378 3.373
H -1.443 -0.475 0.273
H -3.375 3.194 1.966
H -0.330 -2.237 1.624
H -2.355 -1.037 1.684
H 0.145 1.039 -1.650
```

LUMO (alpha / beta) ... -4.25 / -4.25 eV
Energy ... -21808.7519 eV
E_HOMO (alpha / beta) ... -10.81 / -10.81 eV
Kohn-Sham gap (alpha / beta) ... 6.56 / 6.56 eV
Total charge ... +1